1:
The following is a quantum chemistry calculation of a single C3H6N2O molecule, from OMol25.

The structure (SMILES) is C=NCC(N)=O. The total charge is 0. The frontier orbital gap is 10.4 eV.

XYZ file:
```
12
C3H6N2O, DFT the ωB97M-V functional and the def2-TZVPD basis
O 2.44079 -1.33717 -0.51400
N -0.87982 -0.41594 -0.49639
N 1.43971 0.08875 0.95299
C -1.92117 -0.65187 0.23481
C 0.14002 -1.37074 -0.31944
C 1.48775 -0.78151 -0.02577
H 2.38847 0.43411 1.29641
H -2.87415 -0.12968 0.13617
H 0.69550 0.70648 1.26687
H 0.08940 -2.13125 -1.20196
H 0.15155 -2.12071 0.49460
H -1.71795 -1.47107 0.96117
```

And the natural (NBO) charges, in e, turn out to be: -0.605, -0.389, -0.824, -0.068, -0.354, 0.653, 0.402, 0.190, 0.416, 0.236, 0.193, 0.148


2:
The following is a quantum chemistry calculation of 2 unconnected molecules or ions with the total composition C3H6N2O, from OMol25.

The total charge is 0. The frontier orbital gap (spin up / spin down) is 8.3 / 8.3 eV.

XYZ file:
```
12
C3H6N2O, DFT the ωB97M-V functional and the def2-TZVPD basis
O -0.05425 0.97836 0.13877
N 2.22965 -0.04935 -1.96090
N -1.67481 1.42012 0.05720
C 2.41807 0.20918 -0.85566
C 0.33896 -0.12676 0.31476
C -0.44374 -1.39901 0.44467
H 2.62092 0.06783 0.13783
H -1.82376 1.86919 0.96653
H -1.54043 -1.18684 0.40841
H -0.23968 -1.98526 -0.37603
H -0.10665 -2.05521 1.30964
H -1.72430 2.25775 -0.58522
```

And the natural (NBO) charges, in e, turn out to be: -0.335, -0.347, -0.703, 0.068, 0.421, -0.766, 0.235, 0.332, 0.243, 0.256, 0.251, 0.346


3:
The following is a quantum chemistry calculation of a single C3H6N2O molecule, from OMol25.

The structure (SMILES) is CN/N=C/C=O. The total charge is 0. The frontier orbital gap is 9.0 eV.

XYZ file:
```
12
C3H6N2O, DFT the ωB97M-V functional and the def2-TZVPD basis
O -2.42053 0.69998 -1.16684
N 1.01485 -0.14309 0.11620
N -0.21698 -0.05161 -0.04927
C -2.38055 -0.35791 -0.56237
C 1.77588 1.01194 0.46734
C -1.18409 -0.99109 -0.06478
H -3.07911 -1.02895 -0.99191
H -1.03108 -2.19649 -0.05177
H 2.23631 1.42650 -0.35638
H 1.35649 1.97217 0.90966
H 2.72685 0.73521 0.98905
H 1.20195 -1.07667 0.76107
```

And the natural (NBO) charges, in e, turn out to be: -0.518, -0.326, -0.106, 0.334, -0.437, -0.215, 0.114, 0.184, 0.205, 0.225, 0.212, 0.328


4:
The following is a quantum chemistry calculation of 2 unconnected molecules or ions with the total composition C3H6N2O, from OMol25.

The structure (SMILES) is N#CC=O.CN. The total charge is 0. The frontier orbital gap is 8.1 eV.

XYZ file:
```
12
C3H6N2O, DFT the ωB97M-V functional and the def2-TZVPD basis
O 1.18402 1.13305 1.32630
N 1.59036 0.21039 -1.95925
N -0.33771 -1.52658 0.44108
C -1.50001 -0.71462 0.11261
C 1.46117 0.82067 -0.98498
C 1.30964 1.63215 0.23896
H -2.16333 -1.28018 -0.54948
H 0.19088 -1.73657 -0.39995
H 0.28379 -1.01162 1.05789
H -1.28656 0.25064 -0.38386
H -2.06006 -0.49757 1.02794
H 1.32782 2.72024 0.07275
```

And the natural (NBO) charges, in e, turn out to be: -0.436, -0.228, -0.836, -0.409, 0.153, 0.343, 0.195, 0.353, 0.360, 0.145, 0.193, 0.166


The most stable arrangement is 1, and the next structure is 0.0132 hartree less stable.


1:
The following is a quantum chemistry calculation of 2 unconnected molecules or ions with the total composition C3H6N2O, from OMol25.

The structure (SMILES) is N=C=N.CC=O. The total charge is 0. The frontier orbital gap is 10.9 eV.

XYZ file:
```
12
C3H6N2O, DFT the ωB97M-V functional and the def2-TZVPD basis
O 1.46906 0.65621 0.54706
N -0.33447 -1.21900 -3.04099
N -0.50249 0.76812 -1.62295
C 0.96375 0.23004 1.56418
C -0.34593 -0.20307 -2.35016
C -0.50791 0.03183 1.77523
H -0.69719 -0.97951 2.15188
H 0.11560 -1.16166 -3.94594
H -1.06804 0.20180 0.85276
H 0.22650 0.94246 -0.92611
H 1.61418 -0.03019 2.42304
H -0.85072 0.73037 2.54858
```

And the natural (NBO) charges, in e, turn out to be: -0.546, -0.744, -0.747, 0.460, 0.653, -0.734, 0.238, 0.393, 0.248, 0.424, 0.113, 0.242


2:
The following is a quantum chemistry calculation of a single C3H6N2O molecule, from OMol25.

The structure (SMILES) is CC(=O)/N=C/N. The total charge is 0. The frontier orbital gap is 10.2 eV.

XYZ file:
```
12
C3H6N2O, DFT the ωB97M-V functional and the def2-TZVPD basis
O -2.04433 -0.17293 0.47772
N 0.11888 0.07176 -0.25818
N 1.09684 0.70778 -2.03183
C -0.09250 0.51252 -1.46012
C -0.84428 -0.24483 0.66338
C -0.18634 -0.68542 1.95499
H -1.03985 0.71106 -1.97359
H 0.55382 -1.47015 1.75512
H -0.94139 -1.03444 2.65479
H 1.67290 0.40367 -1.21911
H 1.33486 1.04449 -2.94855
H 0.37139 0.15650 2.38539
```

And the natural (NBO) charges, in e, turn out to be: -0.598, -0.681, -0.788, 0.363, 0.678, -0.703, 0.199, 0.230, 0.224, 0.433, 0.410, 0.232


3:
The following is a quantum chemistry calculation of a single C3H6N2O molecule, from OMol25.

The structure (SMILES) is [H]/N=C/CNC=O. The total charge is 0. The frontier orbital gap is 10.5 eV.

XYZ file:
```
12
C3H6N2O, DFT the ωB97M-V functional and the def2-TZVPD basis
O 2.55298 -0.07282 0.49351
N 0.15382 0.92290 -1.23032
N 0.47659 -1.09474 0.45848
C -0.88292 0.65934 -0.55431
C -0.88409 -0.62698 0.25933
C 1.37335 -0.07741 0.73732
H -1.75713 1.31523 -0.46583
H 0.85512 0.75023 1.26683
H -1.46306 -1.39409 -0.26642
H 0.82551 -1.73794 -0.24095
H 0.13399 1.83080 -1.68290
H -1.38417 -0.47453 1.22524
```

And the natural (NBO) charges, in e, turn out to be: -0.580, -0.614, -0.631, 0.118, -0.299, 0.561, 0.164, 0.092, 0.233, 0.395, 0.353, 0.209


4:
The following is a quantum chemistry calculation of 2 unconnected molecules or ions with the total composition C3H6N2O, from OMol25.

The structure (SMILES) is N=C=NC=O.C. The total charge is 0. The frontier orbital gap is 11.1 eV.

XYZ file:
```
12
C3H6N2O, DFT the ωB97M-V functional and the def2-TZVPD basis
O -1.00056 2.43229 0.64542
N -1.10204 0.16545 0.38974
N -2.00764 -1.87500 -0.58512
C 2.35947 -0.11126 0.13117
C -1.65009 1.45941 0.38413
C -1.56419 -0.82464 -0.17204
H -2.72882 1.50696 0.14918
H 3.35432 0.27264 0.37032
H 2.24365 -1.10961 0.56127
H 1.59453 0.55159 0.54192
H 2.24584 -0.16768 -0.95492
H -1.74447 -2.30015 -1.46108
```

And the natural (NBO) charges, in e, turn out to be: -0.501, -0.582, -0.691, -0.855, 0.533, 0.708, 0.115, 0.212, 0.208, 0.229, 0.205, 0.417


The most stable arrangement is 2, and the next structure is 0.0077 hartree less stable.


1:
The following is a quantum chemistry calculation of a single C3H6N2O molecule, from OMol25.

The total charge is 0. The frontier orbital gap is 8.9 eV.

XYZ file:
```
12
C3H6N2O, DFT the ωB97M-V functional and the def2-TZVPD basis
O -0.81130 1.45155 1.45438
N 0.47547 0.04844 -0.71708
N -1.55205 -0.75817 -1.24601
C 1.41418 -0.49426 0.27752
C -1.51632 0.75682 0.75413
C -1.00292 -0.01486 -0.40326
H -2.60350 0.64581 0.92039
H 1.03165 -1.46223 0.61162
H -0.09715 -0.68490 -1.55399
H 2.39433 -0.63633 -0.18363
H 0.77528 0.96763 -1.04700
H 1.49234 0.18050 1.13291
```

And the natural (NBO) charges, in e, turn out to be: -0.522, -0.659, -0.540, -0.423, 0.379, 0.122, 0.143, 0.213, 0.454, 0.210, 0.400, 0.223


2:
The following is a quantum chemistry calculation of a single C3H6N2O molecule, from OMol25.

The structure (SMILES) is N#C[C@H](O)CN. The total charge is 0. The frontier orbital gap is 10.7 eV.

XYZ file:
```
12
C3H6N2O, DFT the ωB97M-V functional and the def2-TZVPD basis
O 1.11772 -0.37637 1.21143
N -1.52455 -0.61733 0.56646
N 2.49210 0.79884 -1.68808
C 0.64545 0.43455 0.16542
C 1.68638 0.64534 -0.87273
C -0.63417 -0.11862 -0.47433
H 0.43161 1.41000 0.61843
H -2.49424 -0.43872 0.33825
H -1.33061 -0.17185 1.45630
H 1.04326 -1.30027 0.93142
H -1.06693 0.67552 -1.10041
H -0.36601 -0.94109 -1.15217
```

And the natural (NBO) charges, in e, turn out to be: -0.680, -0.841, -0.302, -0.003, 0.247, -0.232, 0.215, 0.368, 0.367, 0.479, 0.194, 0.189


The most stable arrangement is 2, and the next structure is 0.0903 hartree less stable.


1:
The following is a quantum chemistry calculation of a molecular structure, C3H6N2O, from OMol25.

The total charge is 0. The frontier orbital gap is 9.0 eV.

XYZ file:
```
12
C3H6N2O, DFT the ωB97M-V functional and the def2-TZVPD basis
O -0.62745 -1.64247 -0.51404
N -0.49004 0.52460 -1.57603
N 0.40119 0.96847 -0.70971
C -0.10242 1.13060 0.65228
C 0.24062 -1.40251 0.36998
C 0.69005 -0.12841 0.77065
H 0.82905 -2.24987 0.74870
H 0.33515 1.97837 1.16746
H 1.67881 -0.07190 1.20569
H -0.33502 -0.58820 -1.69700
H -1.43358 0.42692 -1.17119
H -1.18637 1.05442 0.75321
```

And the natural (NBO) charges, in e, turn out to be: -0.638, -0.560, -0.103, -0.266, 0.321, -0.281, 0.136, 0.223, 0.229, 0.414, 0.328, 0.197


2:
The following is a quantum chemistry calculation of a single C3H6N2O molecule, from OMol25.

The structure (SMILES) is C/N=C/NC=O. The total charge is 0. The frontier orbital gap is 9.8 eV.

XYZ file:
```
12
C3H6N2O, DFT the ωB97M-V functional and the def2-TZVPD basis
O -2.42895 -1.15806 1.79383
N 0.53113 -0.27449 -0.24944
N -0.88891 0.51750 1.32004
C -1.46867 -0.78396 1.16706
C 1.32405 -0.22280 -1.42679
C 0.07969 0.74517 0.35345
H 1.66406 0.79346 -1.64389
H 0.35955 1.78014 0.12436
H 2.17857 -0.89494 -1.30347
H 0.73362 -0.58806 -2.28002
H -1.35207 1.29511 1.77840
H -0.73207 -1.20906 0.36648
```

And the natural (NBO) charges, in e, turn out to be: -0.559, -0.502, -0.661, 0.499, -0.415, 0.291, 0.168, 0.161, 0.206, 0.204, 0.410, 0.198


The most stable arrangement is 2, and the next structure is 0.0965 hartree less stable.